{"formula": "C50H42N7O9ReSi", "method": "wB97M-V/def2-TZVPD", "total_charge": 1, "multiplicity": 2, "de_lowest_kj_mol": 32.0, "s2": 0.754, "elements": ["Re", "C", "C", "C", "C", "N", "C", "C", "C", "C", "C", "C", "N", "C", "C", "C", "C", "C", "N", "H", "H", "H", "H", "H", "H", "H", "H", "H", "H", "H", "O", "C", "O", "C", "C", "C", "C", "C", "C", "O", "N", "O", "O", "N", "O", "O", "H", "H", "O", "Si", "C", "C", "C", "C", "C", "C", "C", "C", "C", "C", "C", "C", "C", "C", "C", "C", "C", "C", "H", "H", "H", "H", "H", "H", "H", "H", "H", "H", "H", "H", "H", "H", "H", "C", "C", "N", "C", "C", "C", "O", "C", "C", "C", "C", "N", "C", "H", "H", "H", "H", "H", "H", "H", "H", "H", "H", "H", "H", "H", "H"], "positions_angstrom": [[-0.1692, 0.1171, -0.2459], [-2.3034, -3.2935, -3.2854], [-2.7514, -3.9447, -2.1499], [-1.9902, -3.8780, -0.9962], [-0.8230, -3.1346, -1.0239], [-0.3776, -2.5067, -2.1090], [-1.1104, -2.5908, -3.2169], [0.0395, -2.9837, 0.1709], [0.3295, -4.0605, 0.9878], [1.2109, -3.9000, 2.0407], [1.8428, -2.6818, 2.2177], [1.5284, -1.6394, 1.3752], [0.5850, -1.7667, 0.4065], [2.1849, -0.3191, 1.4459], [3.3063, -0.0424, 2.1982], [3.8319, 1.2411, 2.1786], [3.2152, 2.2219, 1.4184], [2.0975, 1.8883, 0.6839], [1.6092, 0.6329, 0.6854], [-2.8689, -3.3199, -4.2079], [-3.6878, -4.4891, -2.1582], [-2.3211, -4.3510, -0.0815], [-0.7290, -2.0642, -4.0883], [-0.1224, -5.0210, 0.7769], [1.4309, -4.7286, 2.7032], [2.5575, -2.5419, 3.0168], [3.7682, -0.8176, 2.7953], [4.7141, 1.4734, 2.7629], [3.5831, 3.2401, 1.3948], [1.5479, 2.6187, 0.1002], [-4.1399, -0.1253, -0.9200], [-3.0618, 0.3821, -1.0802], [-1.9370, -0.3441, -1.0911], [-2.9341, 1.8639, -1.3399], [-4.0510, 2.5116, -1.8359], [-4.0001, 3.8562, -2.1313], [-2.8589, 4.5910, -1.9183], [-1.7579, 3.9622, -1.3853], [-1.7503, 2.5803, -1.0902], [-0.6300, 2.0179, -0.6405], [-0.5738, 4.8182, -1.1485], [0.2417, 4.4848, -0.3033], [-0.4416, 5.7898, -1.8708], [-5.2036, 4.5331, -2.6521], [-5.1343, 5.7332, -2.8497], [-6.1873, 3.8454, -2.8560], [-4.9635, 1.9510, -1.9877], [-2.8274, 5.6440, -2.1502], [-0.9102, 0.2325, 1.5126], [-1.9366, 0.5830, 2.7601], [-0.8950, 1.1931, 4.1848], [0.5008, 1.1460, 4.1459], [1.2730, 1.6155, 5.2039], [0.6526, 2.1391, 6.3298], [-0.7359, 2.1986, 6.3885], [-1.5002, 1.7361, 5.3239], [-3.1284, 1.9564, 2.3794], [-2.6655, 3.2785, 2.3142], [-3.5372, 4.3232, 2.0300], [-4.8883, 4.0630, 1.8181], [-5.3650, 2.7597, 1.8786], [-4.4893, 1.7113, 2.1502], [-2.8764, -0.9595, 3.2197], [-2.7011, -2.1519, 2.5130], [-3.3932, -3.3048, 2.8715], [-4.2823, -3.2805, 3.9369], [-4.4812, -2.1009, 4.6420], [-3.7838, -0.9535, 4.2858], [0.9909, 0.7414, 3.2675], [2.3576, 1.5754, 5.1509], [1.2471, 2.5072, 7.1576], [-1.2235, 2.6152, 7.2629], [-2.5836, 1.8190, 5.3787], [-1.6142, 3.4978, 2.4947], [-3.1644, 5.3421, 1.9859], [-5.5703, 4.8799, 1.6061], [-6.4180, 2.5561, 1.7101], [-4.8712, 0.6943, 2.1755], [-2.0272, -2.1672, 1.6619], [-3.2496, -4.2281, 2.3196], [-4.8250, -4.1771, 4.2140], [-5.1823, -2.0740, 5.4690], [-3.9524, -0.0399, 4.8506], [4.1620, -1.7723, -6.7762], [3.8477, -2.1362, -5.3321], [4.6838, -1.4251, -4.3578], [6.1148, -1.7779, -4.3141], [7.0102, -0.6740, -4.8623], [4.2304, -0.6296, -3.3611], [4.9267, -0.2460, -2.4308], [2.8001, -0.1467, -3.3959], [2.2253, 0.5304, -4.4653], [0.9294, 1.0193, -4.3461], [0.2545, 0.8425, -3.1602], [0.8320, 0.2282, -2.1046], [2.0783, -0.2575, -2.2345], [3.5023, -2.3238, -7.4501], [5.1913, -2.0288, -7.0333], [4.0250, -0.7024, -6.9581], [4.0045, -3.2056, -5.1861], [2.8032, -1.9444, -5.1147], [6.2373, -2.6987, -4.8851], [6.3806, -1.9809, -3.2789], [6.7549, -0.4318, -5.8967], [8.0550, -0.9927, -4.8326], [6.9124, 0.2282, -4.2551], [2.7910, 0.6809, -5.3794], [0.4458, 1.5449, -5.1594], [-0.7629, 1.1869, -3.0358], [2.5178, -0.7393, -1.3702]], "forces_ev_per_angstrom": [[-2.02, 0.75, 1.65], [0.00, 0.04, -0.08], [-0.11, -0.08, 0.00], [-0.11, -0.01, 0.12], [0.06, 0.16, 0.01], [-0.01, 0.08, -0.21], [0.08, 0.03, 0.11], [0.17, 0.26, 0.07], [0.01, -0.15, 0.04], [0.05, -0.10, 0.09], [0.10, -0.16, 0.22], [-0.20, 0.13, -0.29], [0.05, -0.51, -0.16], [-0.19, 0.00, -0.21], [0.27, -0.01, 0.19], [0.05, -0.06, 0.06], [0.07, 0.09, 0.02], [-0.12, -0.21, -0.03], [0.56, 0.42, 0.07], [0.03, 0.00, 0.05], [0.06, 0.03, 0.00], [-0.01, 0.00, 0.00], [-0.01, -0.04, 0.06], [0.01, 0.05, 0.03], [-0.02, 0.05, -0.04], [-0.04, -0.03, -0.04], [-0.01, 0.08, -0.04], [-0.05, -0.02, -0.03], [-0.03, -0.09, 0.01], [-0.02, -0.08, 0.00], [-0.02, -0.06, -0.07], [0.47, 0.07, 0.07], [-0.10, -0.15, -0.01], [0.09, -0.24, 0.09], [-0.24, -0.13, 0.01], [-0.23, 0.04, 0.01], [0.02, 0.27, 0.02], [0.19, 0.10, 0.22], [0.65, -0.16, 0.19], [-0.43, 0.19, -0.18], [0.56, -0.25, -0.46], [-0.42, 0.13, 0.00], [-0.25, -0.20, 0.30], [-0.20, 0.10, -0.17], [0.05, -0.40, 0.11], [0.33, 0.18, 0.10], [0.02, 0.00, 0.01], [0.00, 0.05, 0.00], [0.63, -0.36, -1.29], [-0.35, 0.34, 0.53], [0.26, -0.01, -0.01], [-0.04, 0.05, 0.11], [-0.04, -0.04, -0.05], [-0.03, -0.01, -0.02], [-0.03, -0.03, -0.05], [0.06, 0.04, 0.03], [-0.19, 0.01, -0.29], [-0.12, 0.03, -0.05], [0.10, -0.04, -0.01], [0.03, -0.01, -0.04], [0.05, -0.09, -0.02], [0.07, 0.15, -0.06], [0.02, -0.24, -0.18], [-0.10, -0.02, 0.10], [0.05, 0.03, -0.04], [0.02, -0.01, -0.02], [0.02, 0.11, 0.01], [0.05, -0.01, 0.03], [-0.06, 0.05, 0.11], [-0.10, 0.00, 0.00], [-0.03, -0.02, -0.04], [0.04, -0.03, -0.06], [0.12, 0.00, -0.01], [-0.11, -0.03, -0.01], [-0.05, -0.09, 0.00], [0.05, -0.06, 0.02], [0.11, 0.03, 0.01], [0.05, 0.09, 0.01], [-0.04, -0.03, 0.03], [0.01, 0.05, 0.00], [0.03, 0.05, -0.02], [0.06, 0.00, -0.06], [0.00, -0.09, -0.06], [0.00, 0.06, -0.02], [0.20, 0.17, 0.02], [0.04, 0.02, 0.06], [-0.08, 0.11, -0.07], [-0.03, 0.02, 0.00], [0.10, -0.03, -0.14], [-0.08, -0.08, -0.05], [0.19, 0.03, -0.44], [0.00, -0.05, -0.03], [0.11, 0.01, -0.11], [0.16, -0.18, 0.16], [0.34, 0.10, -0.56], [-0.40, 0.05, 0.32], [0.06, 0.04, 0.05], [-0.05, 0.03, 0.00], [0.02, -0.09, 0.01], [0.00, -0.08, 0.05], [-0.13, 0.04, 0.09], [-0.03, 0.01, 0.00], [-0.01, -0.05, 0.05], [0.03, -0.02, 0.07], [-0.09, 0.03, 0.00], [0.01, -0.07, -0.06], [-0.07, -0.03, 0.06], [0.05, -0.04, 0.04], [0.05, -0.01, 0.09], [-0.06, 0.03, -0.04]]}